121
Properties=species:S:1:pos:R:3:lowdin_charge:R:1 method="wB97M-V/def2-TZVPD" gap_ev=7.700 total_energy_ev=-121392.7556
O 6.052 1.137 -1.143 0.00
C 6.589 2.053 -1.992 -0.26
O 6.333 3.521 -1.871 -0.07
C 5.578 3.838 -3.123 -0.15
C 4.457 5.048 -2.895 -0.02
C 2.965 4.450 -2.466 -0.18
F 3.266 3.231 -1.628 0.00
F 2.365 5.451 -1.559 0.01
C 2.024 4.069 -3.781 -0.08
F 2.130 5.159 -4.822 0.02
F 2.674 2.829 -4.351 0.02
C 0.435 3.881 -3.438 -0.09
F 0.348 3.148 -2.154 0.05
F -0.091 5.268 -3.146 0.03
C -0.493 3.298 -4.650 -0.07
F -1.543 4.337 -4.972 0.03
F 0.237 3.102 -5.951 0.04
C -1.349 1.936 -4.284 -0.07
F -2.327 1.775 -5.427 0.03
F -2.236 2.105 -3.072 0.04
C -0.471 0.554 -4.262 -0.09
F 0.852 0.648 -3.608 0.05
F -0.194 0.205 -5.706 0.03
C -1.276 -0.757 -3.651 -0.06
F -0.644 -1.954 -4.322 0.03
F -2.720 -0.807 -4.078 0.04
C -1.075 -0.982 -2.040 -0.12
F -2.374 -1.569 -1.539 0.03
F -0.860 0.252 -1.252 0.05
F 0.078 -1.896 -1.697 0.04
N 7.468 1.446 -3.103 -0.21
F 8.508 0.792 -2.473 -0.08
P 6.605 0.154 -3.984 0.97
O 6.964 0.266 -5.685 -0.33
O 4.875 0.255 -3.806 -0.34
H 6.347 4.151 -3.980 0.16
H 5.072 2.833 -3.450 0.11
H 4.848 5.678 -1.960 0.16
H 4.403 5.786 -3.824 0.14
H 6.218 -0.090 -6.258 0.07
H 4.475 -0.677 -3.722 0.09
C 4.819 -4.054 -1.445 -0.11
O 5.944 -3.270 -1.063 -0.20
C 5.578 -2.165 -0.230 -0.19
C 5.894 -2.451 1.241 -0.18
O 5.057 -3.492 1.757 -0.22
C 5.738 -4.739 1.837 -0.10
H 5.184 -4.987 -1.883 0.09
H 4.184 -4.298 -0.588 0.08
H 4.234 -3.517 -2.198 0.08
H 4.521 -1.907 -0.363 0.13
H 6.177 -1.309 -0.556 0.10
H 5.681 -1.552 1.828 0.12
H 6.954 -2.697 1.376 0.13
H 6.450 -4.717 2.670 0.09
H 6.264 -4.976 0.910 0.08
H 5.000 -5.523 2.028 0.09
C 3.774 0.923 3.991 -0.11
O 3.237 0.457 5.224 -0.20
C 1.806 0.440 5.221 -0.19
C 1.268 -0.978 5.012 -0.19
O 1.565 -1.455 3.696 -0.19
C 2.665 -2.358 3.688 -0.11
H 4.845 0.704 3.978 0.09
H 3.309 0.430 3.132 0.08
H 3.636 2.006 3.914 0.09
H 1.408 1.128 4.466 0.12
H 1.482 0.797 6.204 0.12
H 0.177 -0.958 5.104 0.11
H 1.657 -1.663 5.776 0.13
H 2.356 -3.320 4.111 0.09
H 3.517 -1.967 4.248 0.09
H 2.975 -2.515 2.651 0.07
C -3.062 -5.096 7.864 -0.11
O -3.180 -3.883 8.599 -0.20
C -1.905 -3.314 8.915 -0.19
C -1.573 -2.146 7.982 -0.19
O -1.363 -2.598 6.641 -0.21
C -2.491 -2.351 5.808 -0.11
H -4.048 -5.355 7.469 0.09
H -2.367 -4.997 7.024 0.08
H -2.726 -5.899 8.527 0.09
H -1.117 -4.077 8.887 0.13
H -1.971 -2.936 9.940 0.12
H -0.635 -1.687 8.313 0.12
H -2.354 -1.377 8.020 0.13
H -2.553 -1.281 5.579 0.09
H -3.421 -2.681 6.275 0.08
H -2.356 -2.902 4.874 0.09
C -4.852 2.178 3.381 -0.11
O -3.627 1.815 2.753 -0.20
C -3.827 0.948 1.632 -0.19
C -3.712 1.713 0.311 -0.20
O -4.790 2.641 0.155 -0.20
C -4.394 3.978 0.442 -0.11
H -4.653 3.000 4.073 0.09
H -5.599 2.510 2.653 0.08
H -5.243 1.327 3.948 0.09
H -4.791 0.430 1.705 0.13
H -3.036 0.192 1.670 0.12
H -3.784 1.000 -0.516 0.11
H -2.743 2.221 0.233 0.12
H -3.771 4.361 -0.374 0.09
H -3.849 4.047 1.385 0.08
H -5.294 4.595 0.515 0.09
C -9.054 -1.149 -5.228 -0.11
O -7.743 -1.503 -5.655 -0.20
C -7.098 -0.440 -6.363 -0.19
C -6.084 0.284 -5.473 -0.19
O -6.737 0.996 -4.417 -0.19
C -6.656 0.307 -3.175 -0.10
H -9.399 -1.904 -4.517 0.09
H -9.071 -0.173 -4.734 0.08
H -9.732 -1.140 -6.087 0.09
H -7.834 0.262 -6.773 0.12
H -6.564 -0.896 -7.203 0.12
H -5.554 1.028 -6.077 0.12
H -5.340 -0.416 -5.073 0.11
H -5.639 0.385 -2.776 0.08
H -6.933 -0.745 -3.273 0.08
H -7.345 0.783 -2.471 0.09